No. 1
16
Properties=species:S:1:pos:R:3:forces:R:3 method="wB97M-V/def2-TZVPD" total_charge=+1 lumo_energy_ev="-2.92 / -9.27" e_tot_ev=-6816.927 homo_lumo_gap_ev="12.04 / 4.79" e_homo_ev="-14.965 / -14.060" relative_energy_kj_mol=186.85 spin_multiplicity=2
C 1.646024 0.384116 0.388719 -0.22 -0.02 0.02
N -0.372380 -0.906262 -2.368149 0.31 -0.21 0.36
H 1.406368 1.077280 -0.430037 -0.06 0.02 -0.11
H 1.630850 0.952034 1.313995 0.11 0.05 0.14
H 2.581292 -0.112771 0.164365 0.18 0.00 0.05
H -0.286216 -1.912520 -2.466496 -0.15 0.06 0.02
H -0.413800 -0.486122 -3.286913 -0.17 0.15 0.01
H 0.442295 -0.577065 -1.875100 0.17 -0.01 -0.38
C -0.521096 -0.445746 1.190780 0.01 -0.43 0.01
O 0.658665 -0.623505 0.403141 -0.29 -0.03 -0.01
C -1.210993 0.882616 0.976107 -0.08 0.35 0.06
H -0.171790 -0.563960 2.239723 -0.01 0.16 -0.21
H -1.146851 -1.308232 0.947589 0.13 0.20 0.00
H -2.059065 0.925237 1.652531 -0.09 -0.06 0.12
H -1.591472 0.963805 -0.038818 0.05 -0.18 -0.19
H -0.591831 1.751094 1.188563 0.11 -0.05 0.09



No. 2
16
Properties=species:S:1:pos:R:3:forces:R:3 method="wB97M-V/def2-TZVPD" total_charge=+1 lumo_energy_ev="-3.49 / -8.31" e_tot_ev=-6817.459 homo_lumo_gap_ev="10.11 / 5.28" e_homo_ev="-13.608 / -13.594" relative_energy_kj_mol=135.55 spin_multiplicity=2
C 2.628871 -0.548986 0.206109 -0.36 -0.44 0.91
O 3.202728 0.458033 -0.570333 -0.07 0.40 0.25
H 2.689755 -0.314433 1.271433 0.26 0.46 -0.09
H 3.132970 -1.512579 0.134662 -0.11 -0.11 -0.37
H 1.548461 -0.655669 0.023750 0.08 -0.29 -0.33
C -0.740856 0.979097 0.484968 0.74 -0.79 -0.50
N -1.467690 -0.269850 0.355243 -2.13 1.47 0.75
C -2.548472 -0.348420 -0.616585 0.75 -0.35 -0.07
H -0.103990 0.981365 1.356347 0.12 -0.13 0.15
H -1.401719 1.848462 0.509873 -0.41 -0.16 -0.04
H -0.143645 1.055970 -0.426700 0.18 0.27 0.02
H 3.412159 0.100887 -1.429920 0.16 -0.09 -0.35
H -1.743017 -0.757627 1.217767 0.86 -0.18 -0.16
H -2.991292 -1.337500 -0.566463 -0.07 0.00 -0.19
H -3.291906 0.410639 -0.343968 -0.04 0.02 0.17
H -2.182363 -0.089395 -1.606176 0.04 -0.08 -0.13



No. 3
17
Properties=species:S:1:pos:R:3:forces:R:3 method="wB97M-V/def2-TZVPD" total_charge=-1 lumo_energy_ev="3.59 / 3.62" e_tot_ev=-8872.572 homo_lumo_gap_ev="2.47 / 8.45" e_homo_ev="1.121 / -4.833" relative_energy_kj_mol=102.88 spin_multiplicity=2
C -1.507563 0.642094 0.838141 0.72 -2.36 -0.26
C -0.129762 1.228853 0.919216 0.45 0.09 -0.66
C 0.830571 0.782305 1.739891 -0.66 -0.74 0.43
N 0.134456 2.058868 -0.197653 -0.49 0.67 0.79
H -1.548891 -0.260506 1.521497 -0.58 1.39 -0.12
H -2.378576 1.294314 0.743554 0.24 0.06 0.62
H -1.465237 0.097200 -0.128351 -0.19 0.35 0.01
H 1.891972 0.951434 1.684791 0.08 0.56 -0.34
H 0.567223 0.003524 2.450770 -0.13 0.14 0.03
H -0.712881 2.620894 -0.392371 0.77 -0.19 -0.19
H 0.928094 2.664820 0.006294 -0.20 0.01 -0.37
H 1.550599 -5.028301 -0.007808 0.01 -0.02 0.12
H 1.185273 -3.698583 -0.617725 -0.07 0.24 0.21
O 1.298072 -4.131354 0.241731 0.06 -0.19 -0.31
H -0.833110 0.730900 -2.835516 0.03 -0.03 0.07
H 0.531867 0.074064 -2.783323 0.03 -0.02 0.14
O -0.342106 -0.030527 -3.183138 -0.07 0.02 -0.19



No. 4
17
Properties=species:S:1:pos:R:3:forces:R:3 method="wB97M-V/def2-TZVPD" total_charge=-1 lumo_energy_ev="3.89 / 3.73" e_tot_ev=-8871.060 homo_lumo_gap_ev="2.68 / 8.48" e_homo_ev="1.204 / -4.754" relative_energy_kj_mol=248.74 spin_multiplicity=2
C 0.565722 -0.563755 1.944183 1.38 2.43 0.58
C -0.237318 0.264171 1.181449 -0.21 -6.13 0.77
N -1.249656 -0.492070 0.478944 -1.58 -0.61 2.24
C -2.135234 0.082984 -0.517125 -0.79 -0.92 -0.45
H 0.344762 -1.603667 2.123093 -0.31 -0.14 -0.53
H 1.606028 -0.322729 2.415421 -2.35 0.24 -0.56
H -0.185231 1.268080 0.979237 0.61 2.18 -0.46
H -1.796709 -1.128055 1.165074 1.48 1.33 -1.69
H -2.324715 -0.603267 -1.422404 0.60 0.89 1.26
H -3.118550 0.431381 -0.175027 -0.12 -0.43 0.42
H -1.708827 0.988840 -0.828831 0.86 1.11 -1.06
H 1.549290 0.254964 -0.529375 2.46 -0.52 0.72
H 2.363809 0.100186 0.802083 0.03 -0.08 -0.16
O 2.501685 0.093835 -0.148062 -1.72 0.53 -0.73
H 2.070671 0.394077 -2.362064 -0.45 -0.05 -0.27
H 0.618113 0.189167 -2.855551 -1.58 -1.61 -2.09
O 1.136152 0.645866 -2.251038 1.69 1.79 2.02



No. 5
17
Properties=species:S:1:pos:R:3:forces:R:3 method="wB97M-V/def2-TZVPD" total_charge=-1 lumo_energy_ev="2.90 / 2.81" e_tot_ev=-8872.158 homo_lumo_gap_ev="1.74 / 7.66" e_homo_ev="1.163 / -4.846" relative_energy_kj_mol=142.84 spin_multiplicity=2
C 1.684874 -2.295225 -0.274943 -0.01 -0.23 0.11
C 2.228609 -1.084082 -0.191182 -0.38 0.56 -0.32
N 1.665985 0.049672 -0.795156 0.50 -0.37 0.74
C 1.974520 1.343711 -0.185839 0.04 0.39 -0.97
H 0.748566 -2.452429 -0.794071 -0.05 0.05 -0.03
H 2.097850 -3.145043 0.238169 0.25 -0.10 0.03
H 3.145464 -0.871534 0.338958 0.12 -0.20 0.04
H 0.680344 -0.106462 -0.849818 -0.54 0.20 -0.29
H 1.100540 1.859424 0.205848 -0.18 -0.07 -0.06
H 2.650574 1.260851 0.635126 0.48 -0.26 0.71
H 2.464643 2.000662 -0.918209 -0.17 0.02 0.01
H -0.263643 1.803413 2.286606 -0.13 0.05 -0.01
H 0.116658 3.116557 2.939605 -0.04 -0.01 -0.03
O -0.613339 2.705507 2.441636 0.10 -0.04 0.07
H -6.066690 -0.812508 -1.819980 -0.18 -0.34 -0.26
H -5.459536 -2.245770 -1.498663 -0.30 0.29 -0.27
O -5.432089 -1.304294 -1.299347 0.49 0.06 0.54



No. 6
17
Properties=species:S:1:pos:R:3:forces:R:3 method="wB97M-V/def2-TZVPD" total_charge=0 lumo_energy_ev=0.80 e_tot_ev=-8872.975 homo_lumo_gap_ev=10.11 smiles="C=NCC.O.O" e_homo_ev=-9.311 relative_energy_kj_mol=146.15
C 1.564532 -1.786551 -0.104625 0.36 -0.23 1.13
N 0.381049 -1.383101 -0.196102 -1.38 0.68 -0.61
C -0.259298 -1.007255 -1.468024 1.10 0.16 -0.61
C -0.139320 -2.084498 -2.560043 -1.50 0.00 1.53
H 2.351773 -2.031919 -0.858622 -0.78 0.37 0.08
H 1.835310 -1.901701 0.957755 0.55 -0.31 -0.54
H 0.287950 -0.136676 -1.826848 0.33 0.17 -0.08
H -1.266154 -0.591666 -1.384532 -0.10 -0.62 0.66
H -0.330876 -1.602375 -3.508471 0.65 -0.27 -0.48
H -0.932253 -2.843289 -2.420835 0.37 0.23 -0.04
H 0.801933 -2.563723 -2.334842 0.39 -0.15 -1.06
O -2.044442 1.404655 2.159632 -1.26 -0.21 0.42
H -1.328365 1.939873 2.488651 0.63 0.06 -0.45
H -1.844351 0.914481 1.362299 0.68 0.21 0.04
O 0.202011 4.319112 2.907117 -0.06 0.92 0.72
H 0.848328 4.152910 3.606653 0.01 -0.26 -0.22
H -0.127828 5.201725 3.180837 0.04 -0.74 -0.50



No. 7
17
Properties=species:S:1:pos:R:3:forces:R:3 method="wB97M-V/def2-TZVPD" total_charge=0 lumo_energy_ev=0.53 e_tot_ev=-8873.852 homo_lumo_gap_ev=9.30 smiles="C=C(C)N.O.O" e_homo_ev=-8.772 relative_energy_kj_mol=61.54
C 1.280899 -1.265924 2.297501 -0.20 -0.66 0.65
C 0.911689 -0.314633 1.452620 0.02 0.18 0.05
C 1.825673 0.146159 0.359831 0.47 -0.09 -0.47
N -0.355581 0.316430 1.504615 0.16 0.60 0.31
H 0.667003 -1.593019 3.134533 -0.18 0.23 -0.21
H 2.199164 -1.828860 2.222930 0.19 0.23 -0.33
H 2.157105 -0.712483 -0.215585 -0.07 -0.12 -0.24
H 2.736838 0.581957 0.735662 0.35 0.12 0.53
H 1.459344 0.894359 -0.335006 -0.64 -0.07 0.01
H -0.221233 1.323792 1.574641 -0.08 -0.04 -0.43
H -0.840595 0.079067 2.358773 -0.12 -0.37 0.08
O -0.983656 2.170442 -4.903172 0.06 0.10 0.03
H -0.994504 1.516090 -5.607245 -0.06 -0.05 0.06
H -1.506265 1.800378 -4.185582 -0.01 -0.06 -0.08
O -3.138241 -1.159983 0.006002 0.37 0.07 -0.33
H -2.627695 -0.379062 0.260562 0.01 -0.13 0.10
H -2.569944 -1.574709 -0.661079 -0.26 0.05 0.27



No. 8
17
Properties=species:S:1:pos:R:3:forces:R:3 method="wB97M-V/def2-TZVPD" total_charge=0 lumo_energy_ev=0.66 e_tot_ev=-8872.974 homo_lumo_gap_ev=8.87 smiles="C=CNC.O.O" e_homo_ev=-8.203 relative_energy_kj_mol=146.20
C 1.428121 1.263318 -0.333990 0.77 -0.04 -1.01
C 1.590132 0.944665 -1.633164 -1.46 0.08 1.51
N 1.667469 1.689195 -2.791971 1.09 -0.32 -1.62
C 2.748722 1.166150 -3.674536 -0.85 -0.08 -0.28
H 1.655490 2.229597 0.093269 -0.36 0.13 -0.01
H 1.225592 0.414510 0.301092 0.03 0.21 0.34
H 1.426207 -0.118180 -1.805603 0.28 0.05 -0.49
H 1.611532 2.700587 -2.829272 -0.03 -0.30 0.79
H 2.584317 1.143929 -4.762346 -0.59 0.75 0.26
H 3.668259 1.719587 -3.498132 0.35 -0.48 0.16
H 2.775703 0.099510 -3.468469 0.76 0.01 0.35
O -4.581686 -2.971008 2.712051 0.08 1.49 0.44
H -3.849558 -3.518278 2.476257 0.64 -0.95 -0.34
H -4.100152 -2.144879 2.934296 -0.65 -0.55 -0.06
O -1.567138 -1.271889 4.165641 -0.32 0.63 -1.40
H -1.972250 -0.393108 4.121228 0.21 -0.28 0.02
H -1.536838 -1.480473 5.079374 0.05 -0.33 1.34



No. 9
18
Properties=species:S:1:pos:R:3:forces:R:3 method="wB97M-V/def2-TZVPD" total_charge=0 lumo_energy_ev=0.77 e_tot_ev=-10919.867 homo_lumo_gap_ev=9.66 smiles="C=CN=C.O.O.O" e_homo_ev=-8.884 relative_energy_kj_mol=302.84
C -1.493033 -1.190497 0.580760 -0.61 0.10 -1.54
C -0.811983 -0.128089 0.144152 -0.32 -0.98 1.18
N -0.138514 -0.013091 -1.073368 1.02 0.93 0.22
C 0.737860 -0.852602 -1.414483 -0.32 -0.50 -1.14
H -1.722152 -1.945504 -0.171759 0.24 -0.18 0.18
H -2.043409 -1.295210 1.497626 0.30 0.38 0.28
H -0.627305 0.728208 0.787634 -0.11 -0.02 -0.03
H 1.414612 -0.622668 -2.240711 -0.37 0.09 -0.15
H 0.792624 -1.896367 -1.088616 0.17 0.21 0.91
O -0.593716 1.330939 -4.048131 -0.66 1.03 0.03
H -1.172983 1.566607 -4.787810 0.26 -0.39 -0.09
H -0.812734 2.065476 -3.442026 0.43 -0.70 0.03
O 2.554699 1.166176 1.772942 0.48 0.92 0.63
H 2.256708 1.163833 0.873296 -0.39 -0.30 -0.85
H 2.840533 2.093135 1.878106 -0.11 -0.63 0.19
O -0.634774 -0.851541 3.487041 0.04 -0.11 0.38
H -1.190388 -0.663444 4.251696 0.03 0.03 -0.05
H 0.087346 -1.382073 3.848137 -0.07 0.13 -0.17



No. 10
18
Properties=species:S:1:pos:R:3:forces:R:3 method="wB97M-V/def2-TZVPD" total_charge=0 lumo_energy_ev=0.07 e_tot_ev=-10918.946 homo_lumo_gap_ev=9.46 smiles="C=CN=C.O.O.O" e_homo_ev=-9.387 relative_energy_kj_mol=391.72
C -0.491499 -1.661078 1.660507 -2.07 1.10 0.34
C 0.453566 -0.761252 1.332980 0.64 -3.21 0.76
N 0.432675 0.155777 0.350184 0.00 0.57 -4.98
C 1.152625 0.038427 -0.761957 0.42 -2.18 5.55
H -1.516120 -1.664329 1.221176 0.76 0.37 0.36
H -0.446320 -2.291536 2.562358 0.76 0.00 -0.88
H 1.397753 -1.207748 1.547964 1.46 0.52 1.16
H 0.759610 0.598076 -1.534271 0.18 1.32 -1.89
H 2.098932 -0.687693 -0.781774 -2.18 1.42 -0.42
O -4.801620 3.973723 1.697260 1.69 0.12 1.06
H -4.962193 3.490884 2.527598 -0.29 0.12 -0.50
H -3.857677 4.252342 1.857351 -1.40 -0.25 -0.57
O 5.427363 -1.663390 -3.003309 0.09 0.32 1.07
H 5.925594 -1.005461 -2.486820 -0.29 -0.42 -0.31
H 5.675950 -1.501921 -3.903524 0.19 0.11 -0.75
O -2.713130 -0.298146 -0.816530 1.27 0.25 0.25
H -1.771140 -0.431142 -0.535431 -1.17 0.25 -0.33
H -2.764366 0.664459 -0.933757 -0.07 -0.41 0.08



No. 11
18
Properties=species:S:1:pos:R:3:forces:R:3 method="wB97M-V/def2-TZVPD" total_charge=0 lumo_energy_ev=0.71 e_tot_ev=-10921.202 homo_lumo_gap_ev=10.68 smiles="CCNC=O.O.O" e_homo_ev=-9.969 relative_energy_kj_mol=174.05
C 2.600016 1.498272 -0.079463 1.49 -2.34 -2.60
C 2.401588 -0.066501 -0.221019 0.37 -0.10 2.32
N 0.994149 -0.364622 -0.278814 0.00 -2.63 -2.71
C 0.366397 -1.281510 -1.176327 -0.25 1.70 2.10
O -0.849762 -1.360306 -1.223319 0.33 -0.19 0.18
H 3.473820 1.643191 -0.821795 -1.14 0.64 1.58
H 2.858385 1.691671 0.966181 -0.34 0.66 -0.53
H 1.695376 1.911625 -0.556515 0.52 0.47 0.81
H 2.938968 -0.586178 -0.990118 0.01 0.31 -1.03
H 2.855660 -0.566753 0.681954 -0.46 0.52 -0.46
H 0.465724 0.039887 0.454809 -1.00 0.25 0.31
H 0.950980 -1.976380 -1.801760 0.61 0.70 0.20
O -2.386538 -0.594374 1.083702 4.06 2.51 -2.81
H -1.643055 -0.907179 0.404949 -2.33 1.11 1.44
H -2.763449 -1.379373 1.299499 -1.91 -3.69 1.23
O -4.887667 1.061035 0.639064 -1.19 0.17 -1.49
H -4.644893 0.255930 0.178286 0.15 -0.04 -0.21
H -4.425702 0.981571 1.440687 1.08 -0.03 1.66



No. 12
18
Properties=species:S:1:pos:R:3:forces:R:3 method="wB97M-V/def2-TZVPD" total_charge=0 lumo_energy_ev=0.54 e_tot_ev=-10920.417 homo_lumo_gap_ev=9.93 smiles="CNCC=O.O.O" e_homo_ev=-9.389 relative_energy_kj_mol=249.81
C 0.830283 -1.471873 0.482112 -2.03 0.33 2.13
N 0.359955 -0.111118 0.153872 -1.46 2.14 2.26
C -0.162147 0.197592 -1.180103 -0.38 -3.82 -0.40
C -0.814977 1.517180 -1.234420 -0.59 -0.09 0.35
O -1.909228 1.675228 -1.716423 0.27 0.43 0.07
H 1.585584 -1.938450 -0.105806 0.84 0.49 -0.83
H -0.021205 -2.181680 0.458560 0.25 0.17 0.10
H 1.178659 -1.405581 1.561011 -0.25 -0.29 -1.33
H -0.425084 0.247530 0.936225 2.78 -1.77 -2.79
H 0.629064 0.137641 -1.947151 0.12 0.27 0.38
H -0.884531 -0.662439 -1.509681 0.72 1.64 0.37
H -0.238908 2.299978 -0.710495 -0.15 0.39 -0.19
O 2.796480 1.387772 0.809196 1.82 -0.69 0.28
H 3.583678 0.769370 0.893001 -1.79 1.07 -0.20
H 1.992156 0.861276 0.675927 -0.07 -0.34 -0.17
O -2.711061 -0.831252 0.831149 0.49 0.15 3.98
H -2.927191 -0.367485 0.077189 -0.79 1.41 -3.06
H -2.861528 -0.123688 1.525837 0.22 -1.48 -0.93



No. 13
18
Properties=species:S:1:pos:R:3:forces:R:3 method="wB97M-V/def2-TZVPD" total_charge=0 lumo_energy_ev=0.06 e_tot_ev=-10919.044 homo_lumo_gap_ev=9.23 smiles="C=CN=C.O.O.O" e_homo_ev=-9.171 relative_energy_kj_mol=382.27
C 0.585077 -0.600971 -2.530478 -0.66 -0.73 1.53
C 0.149240 -1.004174 -1.266264 2.56 0.27 -0.47
N -0.758141 -0.407528 -0.329075 0.81 -0.14 -1.91
C -1.022100 0.807765 -0.517061 -1.00 1.18 -0.66
H 0.499133 0.404067 -3.030551 -0.72 -1.28 0.69
H 1.065120 -1.390746 -3.152408 0.10 0.88 0.82
H 0.713873 -1.829890 -0.741236 -1.16 0.18 -1.39
H -2.012584 1.161359 -0.237365 0.32 0.28 0.95
H -0.445331 1.522187 -1.137186 -0.02 -0.57 0.15
O -2.586564 -1.116819 1.581140 -3.57 0.50 1.44
H -1.734298 -0.906005 1.327345 2.72 -0.08 -1.13
H -2.759642 -2.043897 1.665326 0.46 -0.57 -0.12
O 2.561280 -0.649353 0.748242 0.55 -2.72 3.05
H 1.705008 -0.512814 0.404491 -1.53 0.67 -0.97
H 2.322892 -1.385861 1.448791 1.10 2.19 -1.92
O 0.289998 2.549309 1.666186 -2.83 1.01 1.27
H 0.242148 3.004421 2.533371 -0.20 -0.41 -0.79
H 1.184893 2.398949 1.566732 3.05 -0.66 -0.52



No. 14
18
Properties=species:S:1:pos:R:3:forces:R:3 method="wB97M-V/def2-TZVPD" total_charge=0 lumo_energy_ev=0.62 e_tot_ev=-10921.450 homo_lumo_gap_ev=10.71 smiles=NC(CO)CO.O e_homo_ev=-10.083 relative_energy_kj_mol=150.06
N 0.918463 0.552587 0.367625 -0.17 -1.07 0.55
C -0.010176 -0.604389 0.197976 -0.38 0.30 0.33
C -0.310941 -1.256721 1.536244 0.48 -0.50 -0.04
O 0.922018 -1.793962 2.016201 0.06 -0.01 0.17
C -1.306261 -0.086237 -0.400660 0.35 0.24 -0.52
O -1.218846 0.115496 -1.792566 -0.14 -0.29 -0.68
H 0.597351 0.997199 1.230556 -0.10 0.36 -0.27
H 1.780425 0.127184 0.703335 0.31 0.16 -0.36
H 0.428401 -1.359677 -0.460182 0.06 0.22 -0.02
H -1.029883 -2.073596 1.415218 -0.15 0.19 -0.01
H -0.695472 -0.507562 2.241278 -0.15 -0.08 -0.03
H 0.750784 -2.440986 2.709173 -0.01 0.16 -0.08
H -1.530003 0.845455 0.122560 -0.43 0.06 0.08
H -2.119090 -0.807068 -0.301478 0.01 0.07 0.34
H -0.836955 0.945095 -2.096072 -0.09 0.07 0.41
O 0.749805 2.488022 -1.869580 -0.12 0.19 -0.08
H 1.397839 2.937103 -1.315558 -0.04 0.06 -0.16
H 0.536013 1.723316 -1.319884 0.51 -0.13 0.36